(1)
C25H30AlBrCl2NO5 | wB97M-V/def2-TZVPD

Last column: Löwdin charge in e.
Positions of all 65 atoms, in Å:
C: 6.822 -3.839 0.607  -0.052
C: 5.557 -3.181 0.048  -0.307
C: 5.590 -2.265 -0.972  -0.088
C: 4.451 -1.649 -1.446  -0.079
C: 3.247 -1.981 -0.855  -0.246
C: 1.969 -1.288 -1.331  -0.094
C: 0.902 -0.961 -0.226  -0.303
O: -0.326 -1.314 -0.887  -0.195
Al: -0.583 0.214 -1.896  0.272
C: -2.597 0.420 -1.861  -0.118
C: -3.271 -0.916 -2.119  -0.417
O: -3.108 -1.491 -3.190  0.042
C: -4.121 -1.582 -1.055  -0.152
C: -3.550 -1.817 0.176  -0.089
C: -4.234 -2.385 1.227  -0.107
C: -5.555 -2.743 1.033  -0.105
C: -6.124 -2.544 -0.206  -0.109
C: -5.432 -1.975 -1.246  -0.035
O: 0.443 1.293 -0.818  -0.136
C: 0.831 0.554 0.285  -0.480
C: -0.288 0.427 1.426  -0.131
C: -1.335 1.530 1.388  -0.733
O: -1.201 2.662 1.048  0.004
Br: -3.145 0.992 2.060  0.678
C: 2.053 1.075 1.086  -0.574
Cl: 1.723 2.644 1.916  0.716
C: 3.388 1.175 0.287  -0.646
C: 4.007 2.583 0.202  -0.202
Cl: 4.627 0.196 1.199  0.663
C: 3.192 -2.927 0.143  -0.046
C: 4.345 -3.537 0.604  -0.057
H: 7.128 -4.709 0.023  0.074
H: 7.600 -3.067 0.653  0.073
H: 6.601 -4.100 1.647  0.068
H: 6.554 -1.998 -1.406  0.113
H: 4.490 -0.915 -2.245  0.120
H: 2.219 -0.377 -1.890  0.092
H: 1.475 -1.943 -2.054  0.124
H: 0.894 -1.634 0.644  0.131
H: 0.052 0.091 -3.354  -0.028
H: -2.950 1.099 -2.648  0.069
H: -2.948 0.768 -0.878  0.026
H: -2.506 -1.539 0.315  0.089
H: -3.706 -2.502 2.168  0.102
H: -6.113 -3.172 1.861  0.097
H: -7.156 -2.869 -0.320  0.099
H: -5.923 -1.812 -2.202  0.118
H: 0.168 0.490 2.423  0.115
H: -0.816 -0.529 1.395  0.090
H: 2.234 0.352 1.884  0.077
H: 3.310 0.832 -0.743  0.085
H: 3.324 3.306 -0.252  0.073
H: 4.395 2.908 1.168  0.049
H: 4.886 2.519 -0.457  0.071
H: 2.249 -3.218 0.595  0.113
H: 4.255 -4.269 1.403  0.110
O: -4.955 6.721 1.671  0.009
C: -4.378 5.836 1.061  -0.607
N: -3.312 5.188 1.589  0.169
C: -4.797 5.391 -0.319  -0.008
H: -2.815 4.453 1.114  0.067
H: -3.010 5.462 2.508  0.108
H: -4.736 6.241 -0.999  0.081
H: -5.825 5.035 -0.279  0.083
H: -4.164 4.591 -0.702  0.071

Computed properties:
- HOMO level: -6.0 eV
- LUMO: 2.44 eV
- Electronic energy: -139829.1463 eV
- Total charge: -1

(2)
C2H2Cl4O | wB97M-V/def2-TZVPD

Last column: Löwdin spin population.
Positions of all 9 atoms, in Å:
C: -0.257 0.282 -0.394  0.611
C: 1.480 -1.891 -0.885  0.633
O: -0.274 0.114 0.806  0.233
Cl: 1.097 1.025 -1.227  0.133
Cl: 1.957 -1.719 0.791  0.113
Cl: 0.639 -3.493 -1.208  0.106
Cl: 2.659 -1.627 -2.102  0.131
H: -1.133 0.034 -1.023  0.027
H: 0.568 -0.101 1.182  0.012

Computed properties:
- HOMO level (alpha / beta): -6.6 / -11.1 eV
- Relative energy (zero: lowest compared OMol25 entry of this formula, charge and spin): 0.309 eV
- LUMO (alpha / beta): 0.26 / -1.68 eV
- Electronic energy: -54238.9881 eV
- 2S+1: 3
- Expectation value of S²: 2.008

(3)
C26H61ClNO6PSi | wB97M-V/def2-TZVPD

Last column: Löwdin charge in e.
Positions of all 97 atoms, in Å:
C: 4.575 -3.522 2.285  -0.111
C: 5.480 -4.619 1.744  -0.268
C: 5.427 -4.757 0.220  -0.220
C: 4.463 -5.844 -0.244  -0.226
C: 3.958 -5.585 -1.659  -0.206
C: 3.039 -6.667 -2.245  -0.197
C: 2.088 -7.379 -1.295  -0.208
C: 0.709 -6.730 -1.058  -0.207
C: 0.600 -5.235 -0.774  -0.216
C: -0.800 -4.975 -0.173  -0.272
C: -1.516 -3.714 -0.675  -0.320
Si: -0.818 -2.076 -0.072  0.556
C: -2.022 -0.657 -0.445  -0.360
C: -1.345 0.632 -0.832  -0.812
C: -2.362 1.662 -1.317  -0.120
Cl: -0.436 1.267 0.570  0.627
P: 1.161 -1.583 -1.024  0.571
N: 1.076 -1.610 -2.617  -0.365
H: 3.546 -3.647 1.970  0.059
H: 4.958 -2.559 1.971  0.069
H: 4.584 -3.554 3.368  0.066
H: 6.500 -4.421 2.047  0.098
H: 5.202 -5.551 2.228  0.102
H: 5.093 -3.811 -0.192  0.101
H: 6.429 -4.928 -0.157  0.108
H: 3.634 -5.823 0.456  0.095
H: 4.932 -6.818 -0.146  0.121
H: 3.537 -4.590 -1.702  0.090
H: 4.842 -5.554 -2.290  0.110
H: 3.670 -7.378 -2.759  0.102
H: 2.423 -6.219 -3.022  0.108
H: 2.548 -7.614 -0.340  0.097
H: 1.866 -8.337 -1.752  0.103
H: 0.221 -7.297 -0.274  0.105
H: 0.120 -6.924 -1.950  0.114
H: 1.338 -4.927 -0.045  0.093
H: 0.680 -4.687 -1.705  0.098
H: -1.432 -5.836 -0.346  0.097
H: -0.708 -4.897 0.906  0.097
H: -2.571 -3.739 -0.414  0.073
H: -1.477 -3.702 -1.761  0.075
H: -0.612 -2.198 1.393  -0.015
H: -2.658 -0.484 0.416  0.076
H: -2.668 -0.986 -1.252  0.086
H: -0.651 0.456 -1.643  0.065
H: -2.482 1.592 -2.390  0.083
H: -3.319 1.480 -0.848  0.066
H: -2.046 2.663 -1.066  0.058
H: 1.566 -0.327 -0.515  -0.070
H: 2.077 -2.502 -0.486  -0.050
H: 1.730 -2.288 -2.995  -0.066
C: -3.914 4.133 1.720  -0.106
O: -5.283 4.461 1.822  -0.193
C: -5.988 4.380 0.596  -0.198
C: -7.358 3.760 0.768  -0.183
O: -7.363 2.369 1.047  -0.121
C: -6.914 1.916 2.313  -0.185
C: -7.834 2.225 3.475  -0.201
O: -7.840 3.604 3.797  -0.195
C: -9.117 4.121 4.101  -0.114
H: -3.341 4.964 1.296  0.091
H: -3.544 3.925 2.723  0.090
H: -3.763 3.236 1.109  0.070
H: -5.423 3.799 -0.141  0.120
H: -6.119 5.399 0.209  0.128
H: -7.869 3.852 -0.193  0.128
H: -7.951 4.316 1.496  0.117
H: -5.895 2.249 2.517  0.116
H: -6.880 0.827 2.219  0.127
H: -7.471 1.671 4.351  0.127
H: -8.843 1.872 3.238  0.124
H: -9.869 3.781 3.382  0.087
H: -9.055 5.207 4.041  0.088
H: -9.426 3.841 5.114  0.087
C: 5.121 6.019 -3.374  -0.115
O: 4.952 5.585 -2.043  -0.196
C: 4.350 6.544 -1.190  -0.201
C: 3.345 5.917 -0.248  -0.185
O: 2.144 5.468 -0.850  -0.120
C: 2.175 4.328 -1.695  -0.178
C: 2.401 3.008 -0.992  -0.213
O: 3.729 2.881 -0.510  -0.192
C: 3.818 2.304 0.773  -0.113
H: 5.983 6.688 -3.465  0.087
H: 5.295 5.136 -3.989  0.088
H: 4.226 6.526 -3.749  0.086
H: 3.854 7.328 -1.773  0.123
H: 5.141 7.008 -0.587  0.127
H: 3.031 6.701 0.445  0.128
H: 3.809 5.132 0.352  0.117
H: 2.879 4.463 -2.518  0.117
H: 1.176 4.284 -2.137  0.127
H: 2.226 2.199 -1.715  0.127
H: 1.677 2.904 -0.179  0.072
H: 3.081 2.734 1.459  0.088
H: 4.813 2.517 1.163  0.088
H: 3.683 1.216 0.727  0.079

Computed properties:
- HOMO level: -8.3 eV
- LUMO: 0.60 eV
- Electronic energy: -71411.0373 eV

(4)
C3H6N2OS | wB97M-V/def2-TZVPD

Last column: Löwdin charge in e.
Positions of all 13 atoms, in Å:
C: -1.505 0.882 -0.437  -0.373
S: 0.144 1.765 -0.228  0.872
C: 1.258 0.409 -0.300  -0.553
N: 1.346 -0.832 -0.460  -0.013
N: 0.130 -1.542 -0.564  -0.051
C: -0.547 -1.690 0.659  -0.331
O: -0.419 -0.963 1.667  -0.018
H: -2.002 0.635 0.623  0.088
H: -1.453 0.060 -1.121  0.010
H: -2.120 1.710 -0.810  0.013
H: 2.217 0.910 -0.078  0.061
H: 0.178 -2.394 -1.211  0.168
H: -1.330 -2.451 0.533  0.126

Computed properties:
- HOMO level: -9.0 eV
- Relative energy (zero: lowest compared OMol25 entry of this formula, charge and spin): 3.039 eV
- LUMO: 0.71 eV
- Electronic energy: -19069.1278 eV

(5)
C8H10IN2OS | wB97M-V/def2-TZVPD

Last column: Löwdin charge in e.
Positions of all 23 atoms, in Å:
C: 1.093 2.659 1.739  0.232
C: 0.406 2.684 0.756  -0.047
C: 0.123 -2.410 -0.832  -0.093
C: 0.844 -2.256 0.301  -0.271
C: -0.403 -0.385 0.131  -0.116
C: 1.786 -3.152 1.060  0.007
C: -1.890 2.547 0.019  -0.015
C: -0.456 2.516 -0.346  -0.323
N: -0.524 -1.219 -0.942  -0.541
N: 0.453 -1.075 0.923  0.073
O: 0.082 2.470 -1.522  0.135
S: -1.825 -0.963 -2.076  0.422
I: -0.591 0.152 -3.880  0.535
H: 1.628 2.866 2.692  0.098
H: 0.111 -3.219 -1.507  0.123
H: 2.770 -3.262 0.661  0.087
H: 1.633 -2.973 2.083  0.072
H: 1.415 -4.083 0.802  0.061
H: -2.400 3.589 0.073  0.149
H: -1.949 2.102 1.085  0.135
H: -2.501 2.047 -0.813  0.111
H: 0.592 -0.850 1.922  0.165
H: -0.395 2.217 -2.327  0.001

Computed properties:
- HOMO level: -12.1 eV
- Relative energy (zero: lowest compared OMol25 entry of this formula, charge and spin): 1.672 eV
- LUMO: -5.25 eV
- Electronic energy: -32410.2423 eV
- Total charge: +1

(6)
C3H9NS | wB97M-V/def2-TZVPD

Last column: Löwdin spin population.
Positions of all 14 atoms, in Å:
C: -2.326 0.331 0.315  0.001
C: -0.833 -0.072 0.404  0.041
C: 0.142 0.801 -0.430  0.023
S: 1.904 0.270 -0.313  0.372
N: -0.657 -1.518 0.003  0.007
H: -2.587 1.213 1.029  0.001
H: -3.010 -0.539 0.457  0.000
H: -2.657 0.773 -0.628  0.001
H: -0.498 -0.062 1.481  0.044
H: -0.151 1.093 -1.469  0.011
H: 0.138 1.707 0.239  0.001
H: 1.472 -0.498 1.616  0.488
H: -0.788 -2.022 0.860  0.008
H: 0.316 -1.722 -0.333  0.001

Computed properties:
- HOMO level (alpha / beta): -1.4 / -3.0 eV
- Relative energy (zero: lowest compared OMol25 entry of this formula, charge and spin): 1.816 eV
- LUMO (alpha / beta): 4.06 / 4.02 eV
- Electronic energy: -15580.2320 eV
- 2S+1: 2
- Total charge: -1
- Expectation value of S²: 0.756

(7)
C19H24NOS | wB97M-V/def2-TZVPD

Last column: Löwdin charge in e.
Positions of all 46 atoms, in Å:
C: 3.104 -1.208 3.380  -0.242
S: 2.593 -0.264 1.889  1.028
C: 3.367 -1.323 0.608  -0.248
C: 0.983 -0.826 1.693  -0.364
C: -0.119 -0.020 2.053  -0.458
C: -1.515 -0.595 2.034  -0.150
C: -1.726 -1.979 2.135  -0.035
C: -3.018 -2.502 2.099  -0.073
C: -4.119 -1.646 2.014  -0.076
C: -3.919 -0.262 1.969  -0.075
C: -2.626 0.267 1.982  -0.023
O: 0.059 1.174 2.404  -0.125
H: 4.183 -1.082 3.520  0.055
H: 2.560 -0.772 4.221  0.061
H: 2.845 -2.267 3.265  0.068
H: 4.441 -1.129 0.637  0.056
H: 3.156 -2.384 0.785  0.068
H: 2.956 -1.007 -0.354  0.064
H: 0.858 -1.801 1.231  0.069
H: -0.851 -2.623 2.231  0.104
H: -3.163 -3.579 2.136  0.106
H: -5.133 -2.048 1.991  0.108
H: -4.773 0.411 1.916  0.104
H: -2.459 1.350 1.936  0.110
C: -0.423 3.887 3.263  -0.006
N: 0.836 4.411 2.735  -0.115
C: 1.134 5.802 3.087  -0.001
C: 1.556 3.702 1.891  0.049
C: 2.751 4.221 1.279  -0.198
C: 3.765 4.924 1.988  -0.036
C: 4.702 5.675 1.288  -0.055
C: 4.657 5.719 -0.112  -0.047
C: 3.787 4.876 -0.811  -0.057
C: 2.878 4.076 -0.126  -0.007
H: -0.542 4.263 4.284  0.105
H: -1.266 4.231 2.647  0.119
H: -0.404 2.788 3.242  0.064
H: 0.242 6.167 3.599  0.098
H: 1.985 5.868 3.775  0.100
H: 1.335 6.436 2.211  0.120
H: 1.135 2.758 1.509  0.134
H: 3.817 4.829 3.076  0.123
H: 5.458 6.245 1.831  0.118
H: 5.327 6.390 -0.663  0.121
H: 3.779 4.874 -1.899  0.115
H: 2.197 3.390 -0.636  0.126

Computed properties:
- HOMO level: -10.5 eV
- Relative energy (zero: lowest compared OMol25 entry of this formula, charge and spin): 2.215 eV
- LUMO: -3.78 eV
- Electronic energy: -34457.3640 eV
- Total charge: +1

(8)
C6H12O | wB97M-V/def2-TZVPD

Last column: Löwdin charge in e.
Positions of all 19 atoms, in Å:
C: -0.632 0.660 -1.751  -0.099
C: -0.887 -0.208 -0.579  -0.187
C: -0.713 0.224 0.661  -0.480
C: -1.180 -0.475 1.888  -0.038
O: -0.145 1.472 0.833  0.019
H: -0.448 0.182 -2.719  0.082
H: -0.026 1.556 -1.602  0.077
H: -1.689 0.951 -1.655  0.094
H: -1.394 -1.140 -0.798  0.123
H: -0.371 -0.633 2.615  0.081
H: -1.599 -1.451 1.631  0.087
H: -1.959 0.127 2.370  0.086
H: 0.154 1.567 1.744  0.104
C: 1.637 -0.834 0.081  -0.098
C: 1.996 -0.108 -0.970  -0.101
H: 1.704 -0.447 1.096  0.061
H: 1.267 -1.853 -0.005  0.071
H: 2.304 0.928 -0.866  0.060
H: 1.981 -0.518 -1.975  0.057

Computed properties:
- HOMO level: -7.8 eV
- Relative energy (zero: lowest compared OMol25 entry of this formula, charge and spin): 2.761 eV
- LUMO: 0.87 eV
- Electronic energy: -8461.5931 eV

Question: Among the records above, which one has the highest electronic energy?
Answer: C6H12O